Entry from the OMol25 dataset: 2 unconnected molecules or ions with the total composition CH6N2O4P in a non-equilibrium geometry (ωB97M-V/def2-TZVPD).

Structure (XYZ):
```
14
Properties=species:S:1:pos:R:3:forces:R:3
C -2.714 0.762 -1.600 -1.1 -0.3 2.5
N 2.264 -1.306 2.418 1.7 -1.7 2.1
N 2.226 -2.225 1.542 -2.7 3.9 -2.2
O 1.648 -0.254 2.287 -0.5 0.3 -1.5
O 0.514 1.595 1.172 0.9 1.9 0.0
O 1.613 0.217 -0.489 -1.2 -1.1 1.4
O -1.860 1.073 -0.803 0.3 0.3 0.2
P 0.503 0.149 0.707 0.9 -2.1 -2.0
H -2.381 0.313 -2.514 -0.4 -0.1 -1.2
H -3.813 0.780 -1.215 1.4 0.1 -1.3
H 1.760 -1.936 0.638 0.8 -1.3 0.8
H 2.838 -2.972 1.622 1.3 -1.7 0.4
H -0.323 1.800 1.533 -1.8 1.2 0.9
H 1.976 1.073 -0.712 0.4 0.7 0.0
```
Positions in Å, forces in eV/Å.

Multiplicity ... 1
LUMO energy ... -4.6 eV
Calculated total energy ... -793.19888 Eh
Relative energy (zero: lowest compared OMol25 entry of this formula, charge and spin) ... 5.0 kcal/mol
Charge ... +1



Entry from the OMol25 dataset: a gas-phase ion, CH6N2OP (charge +1) in a non-equilibrium geometry (ωB97M-V/def2-TZVPD).

Structure (XYZ):
```
11
Properties=species:S:1:pos:R:3:forces:R:3
C -0.170 0.420 0.160 -1.5 1.3 1.9
N -1.321 1.023 0.609 3.8 1.5 -1.7
N 0.965 1.125 0.023 -1.0 -2.3 -0.7
O 1.047 -2.036 -0.532 0.4 -0.6 1.0
P -0.450 -1.608 0.123 2.6 1.1 -1.6
H -1.562 2.003 0.455 0.8 -0.1 0.1
H -2.120 0.536 0.775 -2.4 -2.2 0.5
H 1.158 2.130 0.113 -0.6 -0.7 0.0
H 1.680 0.507 -0.362 0.3 0.7 0.1
H 1.735 -2.690 -0.161 -2.1 1.5 -0.2
H -0.963 -1.409 -1.203 -0.2 -0.1 0.5
```
Positions in Å, forces in eV/Å.

Multiplicity ... 1
LUMO energy ... -3.9 eV
Calculated total energy ... -567.55118 Eh
Relative energy (zero: lowest compared OMol25 entry of this formula, charge and spin) ... 4.2 kcal/mol
Charge ... +1